Record 1
Formula: C24H49ClF3NO12P2S
Source: the Open Molecules 2025 dataset
Level of theory: ωB97M-V with the def2-TZVPD basis set

XYZ file:
```
93
Properties=species:S:1:pos:R:3:lowdin_charge:R:1
C 4.4682 6.7636 0.4202 -0.12
C 3.5544 5.5675 0.6191 -0.70
Cl 2.6278 5.7549 2.1604 0.62
C 2.5532 5.4067 -0.5228 -0.16
C 1.6286 4.1935 -0.4270 -0.29
O 2.1554 3.1598 -1.2504 -0.12
C 1.9248 1.8012 -0.9583 -0.54
C 1.1835 1.1593 -2.1321 -0.20
O -0.2086 1.2873 -1.8948 -0.16
O -0.8320 1.8564 -3.0467 -0.02
P 3.5699 0.8964 -0.8415 0.94
P 4.4929 1.7105 0.9461 0.25
O 5.3674 2.8427 0.6204 -0.31
O 5.2261 0.4330 1.5779 -0.17
O 3.3813 2.0952 2.0525 -0.17
C 0.2094 4.5751 -0.8704 -0.28
N 0.2090 4.8307 -2.3107 0.13
C -0.5924 5.5496 -2.8223 -0.78
S -1.5899 6.5306 -3.5107 0.77
O -0.7882 3.6037 -0.6762 -0.08
C -1.0860 3.1882 0.6649 -0.30
C -2.2073 2.1413 0.5876 -0.12
C -3.0204 2.0946 -0.7117 -0.19
C -4.2936 1.2567 -0.5563 -0.17
C -5.3098 1.8239 0.4490 -0.26
O -5.6224 0.9483 1.5278 -0.07
C -1.4289 4.3516 1.6033 -0.10
C -2.6055 5.2025 1.0908 -0.05
C -3.6291 5.5341 2.1469 -0.66
F -4.7772 5.9427 1.6098 0.15
F -3.9162 4.4922 2.9364 0.13
F -3.2110 6.5133 2.9621 0.14
H 5.1477 6.8776 1.2696 0.08
H 5.0729 6.6027 -0.4809 0.09
H 3.8900 7.6866 0.2975 0.08
H 4.1634 4.6669 0.7253 0.06
H 1.9616 6.3306 -0.5757 0.12
H 3.1025 5.3175 -1.4704 0.14
H 1.5666 3.8503 0.6160 0.11
H 1.3096 1.6797 -0.0556 0.11
H 1.4417 0.0994 -2.2798 0.11
H 1.4705 1.7110 -3.0352 0.14
H -0.8096 2.7986 -2.7956 0.07
H 3.0815 -0.2913 -0.2503 -0.07
H 4.8704 0.1595 2.4346 0.08
H 2.5747 1.5607 2.0107 0.07
H -0.0613 5.5088 -0.3539 0.15
H -0.1903 2.6957 1.0773 0.13
H -2.8829 2.3182 1.4384 0.11
H -1.7661 1.1478 0.7425 0.12
H -2.4013 1.6651 -1.5078 0.09
H -3.2905 3.1046 -1.0476 0.11
H -4.7706 1.1720 -1.5408 0.11
H -4.0285 0.2322 -0.2563 0.12
H -4.9516 2.7894 0.8480 0.10
H -6.2683 2.0200 -0.0407 0.12
H -4.8187 0.4806 1.7925 0.08
H -0.5515 4.9823 1.7834 0.11
H -1.6751 3.9037 2.5731 0.13
H -3.1405 4.7059 0.2752 0.12
H -2.2568 6.1686 0.7061 0.14
C 2.3228 -3.3936 -0.7479 -0.11
O 2.3038 -3.0007 0.6131 -0.21
C 1.1187 -3.3720 1.2980 -0.20
C 1.3106 -4.6179 2.1350 -0.20
O 1.5868 -5.7529 1.3348 -0.21
C 2.9543 -6.1171 1.2953 -0.10
H 3.3393 -3.2490 -1.1105 0.09
H 2.0453 -4.4434 -0.8674 0.08
H 1.6415 -2.7758 -1.3440 0.08
H 0.3018 -3.5301 0.5858 0.13
H 0.8365 -2.5442 1.9562 0.12
H 0.3879 -4.8153 2.6888 0.13
H 2.1151 -4.4585 2.8610 0.13
H 3.2701 -6.5599 2.2457 0.09
H 3.5926 -5.2589 1.0720 0.08
H 3.0657 -6.8610 0.5080 0.09
C -2.1606 -8.7213 -3.0439 -0.11
O -0.9162 -8.9086 -2.3994 -0.19
C -0.4462 -7.7593 -1.7166 -0.21
C -0.6980 -7.8231 -0.2267 -0.20
O -2.0838 -7.8187 0.0810 -0.19
C -2.6108 -9.0996 0.3616 -0.12
H -2.5011 -9.7005 -3.3763 0.09
H -2.9046 -8.2921 -2.3680 0.08
H -2.0578 -8.0688 -3.9182 0.09
H -0.9120 -6.8567 -2.1283 0.13
H 0.6327 -7.6902 -1.8881 0.12
H -0.2428 -6.9504 0.2461 0.11
H -0.2203 -8.7172 0.1896 0.13
H -2.2516 -9.4710 1.3281 0.09
H -2.3479 -9.8238 -0.4137 0.08
H -3.6943 -9.0003 0.4060 0.09
```

Calculated values
HOMO-LUMO gap (eV): 8.9
E_HOMO (eV): -9.23
Multiplicity: 1
SMILES: C[C@@H](Cl)C[C@H](O[C@@H](COO)PP(=O)(O)O)[C@@H](N=C=S)O[C@H](CCCCO)CCC(F)(F)F.COCCOC.COCCOC

---

Record 2
Formula: C24H50B3BrN6O12
Source: the Open Molecules 2025 dataset
Level of theory: ωB97M-V with the def2-TZVPD basis set

XYZ file:
```
96
Properties=species:S:1:pos:R:3:lowdin_charge:R:1
C -0.9416 -2.9214 5.4689 0.03
C -0.9514 -3.4635 4.0712 -0.43
O 0.0538 -3.8213 3.5312 0.15
N -2.2098 -3.5397 3.3247 0.21
B -2.7677 -2.2382 3.0152 -0.60
O -1.9553 -1.1362 3.2441 0.31
B -2.5792 0.1015 3.4246 -0.47
C -1.7996 1.3065 4.0285 -0.04
C -0.8952 0.9600 5.2220 -0.18
C 0.4412 0.3984 4.8150 -0.25
O 1.2346 0.0641 5.9649 -0.07
O -3.9176 0.2508 3.0590 0.32
B -4.6053 -0.9367 3.1280 -0.52
C -5.9366 -1.0990 3.9512 -0.04
C -6.3661 0.1889 4.5688 -0.83
O -5.7509 0.7843 5.3763 0.08
Br -8.0837 0.8543 3.9361 0.71
O -4.0245 -2.0240 2.5154 0.35
C -3.1177 -4.5651 3.6932 -0.43
C -2.7095 -5.4946 4.8040 0.02
O -4.1629 -4.7127 3.1123 0.12
H -1.8311 -2.3559 5.7276 0.10
H -0.0350 -2.3408 5.6022 0.09
H -0.8827 -3.7683 6.1499 0.09
H -1.2290 1.8083 3.2420 0.11
H -2.5417 2.0296 4.3645 0.12
H -1.4210 0.2796 5.8996 0.11
H -0.7126 1.8750 5.7848 0.12
H 0.9818 1.1532 4.2622 0.09
H 0.3340 -0.4783 4.1767 0.11
H 0.6280 -0.1100 6.6908 0.07
H -6.7203 -1.5851 3.3811 0.11
H -5.7131 -1.7559 4.7956 0.14
H -2.9056 -5.0527 5.7760 0.09
H -1.6684 -5.7977 4.7296 0.09
H -3.3199 -6.3850 4.7032 0.09
C 3.0871 2.2092 2.7260 0.00
C 2.0356 2.8782 1.8741 -0.54
O 0.8771 2.4696 1.8455 0.01
N 2.4098 3.9493 1.1412 0.02
C 3.7183 4.5609 1.0375 -0.08
H 2.6309 1.3683 3.2290 0.06
H 3.9070 1.8318 2.1180 0.08
H 3.4757 2.9056 3.4718 0.09
H 1.6716 4.3531 0.5851 0.13
H 3.6723 5.6066 1.3461 0.09
H 4.0451 4.5266 0.0013 0.06
H 4.4424 4.0442 1.6595 0.07
C 1.8800 -2.5533 1.2521 -0.01
C 3.0065 -1.8945 0.4896 -0.55
O 3.5426 -0.8685 0.8774 0.03
N 3.4090 -2.4944 -0.6607 0.01
C 2.8934 -3.7059 -1.2729 -0.07
H 1.6688 -1.9650 2.1385 0.07
H 0.9787 -2.6044 0.6402 0.09
H 2.1571 -3.5610 1.5602 0.08
H 4.1604 -2.0120 -1.1270 0.14
H 3.6868 -4.4505 -1.3595 0.08
H 2.5220 -3.4842 -2.2730 0.06
H 2.0901 -4.1220 -0.6742 0.07
C 1.3877 3.2916 -2.8852 0.00
C 2.5275 4.2449 -2.6439 -0.53
O 2.5153 5.0580 -1.7275 0.00
N 3.5868 4.1762 -3.4870 0.02
C 3.7634 3.2947 -4.6254 -0.07
H 0.6248 3.4747 -2.1337 0.08
H 0.9702 3.4566 -3.8811 0.05
H 1.7226 2.2568 -2.7961 0.09
H 4.3180 4.8356 -3.2745 0.14
H 4.6502 2.6728 -4.4902 0.08
H 3.8824 3.8770 -5.5400 0.08
H 2.8996 2.6508 -4.7412 0.07
C -1.4756 5.6812 -4.6748 0.00
C -1.0010 4.6182 -5.6369 -0.54
O 0.1755 4.2948 -5.7066 0.01
N -1.9303 4.0242 -6.4270 0.01
C -3.3581 4.2761 -6.4786 -0.08
H -0.6169 6.0489 -4.1219 0.08
H -1.9340 6.5126 -5.2108 0.09
H -2.1996 5.2710 -3.9700 0.09
H -1.5471 3.3255 -7.0435 0.14
H -3.9132 3.3682 -6.2382 0.08
H -3.6502 4.6049 -7.4770 0.08
H -3.6332 5.0466 -5.7674 0.07
C 0.4655 -3.2328 -5.0878 -0.01
C 1.8060 -3.9183 -5.2213 -0.55
O 2.8137 -3.4707 -4.6990 0.02
N 1.8526 -5.0645 -5.9494 0.01
C 0.7668 -5.7392 -6.6349 -0.08
H 0.5982 -2.3419 -4.4826 0.08
H 0.0792 -2.9420 -6.0651 0.08
H -0.2587 -3.8868 -4.6010 0.08
H 2.7732 -5.4709 -5.9993 0.14
H 0.6389 -6.7495 -6.2434 0.08
H 0.9757 -5.8079 -7.7036 0.08
H -0.1624 -5.1973 -6.4996 0.07
```

Calculated values
HOMO-LUMO gap (eV): 8.9
E_HOMO (eV): -8.66
Multiplicity: 1

---

Record 3
Formula: C24H50BCl24F3NO8PSi2
Source: the Open Molecules 2025 dataset
Level of theory: ωB97M-V with the def2-TZVPD basis set

XYZ file:
```
114
Properties=species:S:1:pos:R:3:lowdin_charge:R:1
C -0.7266 -4.1798 1.3853 -0.05
C -0.0893 -2.9661 2.0364 -0.19
Si 1.2513 -1.9759 1.0529 0.59
C 2.2184 -3.3697 0.0477 -0.22
O 1.8210 -3.2623 -1.3949 -0.27
C 2.9006 -2.6490 -2.1874 -0.32
C 4.2081 -3.6293 -2.4301 -0.11
O 0.6666 -0.8851 -0.1578 -0.30
Si -0.4500 0.3227 0.3344 0.57
C -2.2534 0.0434 -0.3959 -0.20
C -2.5725 -1.5242 -0.7484 -0.18
N -3.9659 -1.8184 -0.1817 -0.15
C -4.0744 -3.2330 0.3417 -0.22
C -3.9005 -3.1265 1.9966 -0.16
C -5.0365 -1.5678 -1.2292 -0.29
C -5.3620 -2.6167 -2.4481 -0.04
O -5.7713 -0.4478 -1.1306 -0.05
C 0.1365 1.9954 -0.5212 -0.28
F -0.9691 2.9703 -0.6680 -0.02
F 0.5853 1.6059 -1.8902 -0.02
F 1.3415 2.5600 0.1795 -0.04
P -0.6971 0.7824 2.4386 0.67
O -1.4296 -0.3485 3.3174 -0.40
O 0.7534 1.4096 3.2517 -0.24
O -1.8284 2.1554 2.5101 -0.22
B 2.6582 -1.2285 2.2131 -0.48
O 2.7604 -1.8345 3.5554 0.02
O 3.5291 -0.1052 1.7420 0.01
H -1.1192 -5.0966 1.9992 -0.02
H -0.7616 -4.1741 0.2148 0.07
H -0.4399 -2.7509 3.1349 0.07
H 3.3754 -3.2853 0.2103 0.10
H 1.8711 -4.4582 0.3720 0.11
H 2.4500 -2.4391 -3.2688 0.03
H 3.2672 -1.6271 -1.7307 0.12
H 4.2793 -4.4587 -1.5866 0.08
H 4.1789 -4.1141 -3.5091 0.08
H 5.1659 -2.9476 -2.3541 0.08
H -2.4131 0.7513 -1.3438 0.11
H -3.0226 0.3947 0.4130 0.10
H -1.7236 -2.1776 -0.2784 0.09
H -2.6200 -1.6820 -1.9242 0.14
H -3.2748 -3.9575 -0.1330 0.12
H -5.1812 -3.6103 0.1533 0.13
H -4.8875 -2.7603 2.5112 0.01
H -3.0030 -2.3943 2.2314 0.07
H -3.5585 -4.1971 2.3973 -0.07
H -6.5034 -2.9398 -2.3441 0.11
H -4.6288 -3.5385 -2.4310 0.09
H -5.2385 -2.0266 -3.4643 0.10
H 0.9419 0.6662 3.9265 0.09
H -2.1671 2.3615 1.5874 0.06
H 1.8607 -1.6783 4.0068 0.11
H 3.9699 -0.4088 0.8900 0.10
C 3.3773 4.7820 1.0571 -1.02
Cl 5.0312 4.4384 1.5780 0.51
Cl 3.3300 6.1714 -0.0349 0.50
H 2.9790 3.9073 0.5373 0.00
H 2.7653 4.9992 1.9359 0.03
C -7.2869 2.2354 -2.0391 -1.03
Cl -5.9667 3.1215 -1.2665 0.52
Cl -8.8297 3.0685 -1.8137 0.52
H -7.0809 2.1514 -3.1089 0.00
H -7.3530 1.2383 -1.5968 0.01
C 0.2868 -7.9706 2.9096 -1.00
Cl 1.6070 -7.0845 3.6822 0.50
Cl -1.2560 -7.1375 3.1350 0.52
H 0.4928 -8.0546 1.8398 0.03
H 0.2207 -8.9676 3.3519 0.03
C -6.2556 4.4809 -4.5577 -1.04
Cl -7.4443 5.6587 -5.1275 0.51
Cl -6.0662 3.1576 -5.7145 0.50
H -5.2927 4.9811 -4.4286 0.04
H -6.5900 4.0721 -3.6010 -0.06
C 2.9860 -1.2434 -6.5363 -0.99
Cl 3.3430 -1.2133 -4.8053 0.60
Cl 2.4173 -2.8394 -7.0409 0.48
H 2.2105 -0.5046 -6.7526 0.03
H 3.8946 -0.9976 -7.0914 0.03
C -5.5668 -6.9938 3.4165 -0.99
Cl -4.1918 -5.9743 2.9752 0.56
Cl -5.0951 -8.6953 3.5033 0.51
H -5.9445 -6.6790 4.3923 0.02
H -6.3505 -6.8799 2.6634 0.04
C 6.5156 3.4665 -2.0150 -1.07
Cl 6.0705 1.7559 -2.0273 0.49
Cl 7.6960 3.8259 -3.2810 0.49
H 5.6194 4.0687 -2.1828 0.03
H 6.9498 3.7143 -1.0432 -0.05
C -6.2556 -2.1914 5.5790 -1.00
Cl -7.4443 -1.0137 5.0092 0.51
Cl -6.0662 -3.5148 4.4222 0.56
H -5.2927 -1.6912 5.7081 0.04
H -6.5900 -2.6003 6.5356 0.03
C 3.2833 -3.8045 -10.8847 -1.02
Cl 3.5691 -2.1633 -10.2936 0.49
Cl 2.8212 -4.8849 -9.5640 0.48
H 2.4787 -3.7815 -11.6237 0.03
H 4.1989 -4.1803 -11.3480 0.03
C 3.2833 9.0470 2.7577 -1.03
Cl 3.5691 10.6882 3.3488 0.52
Cl 2.8212 7.9666 4.0784 0.52
H 2.4787 9.0700 2.0187 0.03
H 4.1989 8.6712 2.2944 0.02
C 8.6916 5.9111 0.8561 -1.01
Cl 8.8167 4.2422 1.4251 0.51
Cl 8.2784 5.9682 -0.8618 0.53
H 7.9135 6.4242 1.4264 0.02
H 9.6511 6.4117 1.0080 0.03
C 3.5582 10.2076 7.1567 -1.06
Cl 5.0389 10.3472 8.1122 0.50
Cl 2.2406 9.5297 8.1208 0.50
H 3.2671 11.2002 6.8045 0.03
H 3.7466 9.5535 6.3019 -0.03
```

Calculated values
HOMO-LUMO gap (eV): 8.5
E_HOMO (eV): -9.36
Multiplicity: 1

---

It is found that the lowest unoccupied orbital energy values, taken in the order of the records, are -0.31, 0.28, -0.90 eV.
It is found that the E values, taken in the order of the records, are -101827.3371, -131292.2822, -377976.2238 eV.
It is found that the maximum force values, taken in the order of the records, are 0.027, 0.028, 0.158 hartree/bohr.